No. 1
{
  "formula": "C41H52ClN2O4Si2Tc",
  "method": "the ωB97M-V functional and the def2-TZVPD basis",
  "e_tot_ev": -85006.400,
  "homo_energy_ev": [-5.181, -5.302],
  "multiplicity": 4,
  "largest_force_ev_per_a": 2.036,
  "total_charge": -1,
  "elements": ["Tc", "Cl", "Si", "Si", "O", "O", "O", "O", "N", "N", "C", "C", "C", "C", "C", "C", "C", "C", "C", "C", "C", "C", "C", "C", "C", "C", "C", "C", "C", "C", "C", "C", "C", "C", "C", "C", "C", "C", "C", "C", "C", "C", "C", "C", "C", "C", "C", "C", "C", "C", "C", "H", "H", "H", "H", "H", "H", "H", "H", "H", "H", "H", "H", "H", "H", "H", "H", "H", "H", "H", "H", "H", "H", "H", "H", "H", "H", "H", "H", "H", "H", "H", "H", "H", "H", "H", "H", "H", "H", "H", "H", "H", "H", "H", "H", "H", "H", "H", "H", "H", "H", "H", "H"],
  "coordinates": [[0.2811, -0.6221, -0.0761], [0.1465, -3.3444, 1.9393], [-0.2603, 1.8059, -0.0177], [1.4038, 0.7710, 2.8241], [0.5483, -0.1391, 1.7825], [0.1025, -4.7835, 1.7031], [-0.1180, -2.7234, 0.5382], [1.4794, -2.9330, 2.3583], [-0.3461, -1.1858, -2.0479], [-2.1856, -0.6471, 0.0864], [-5.0661, 0.8224, -2.0336], [-3.2694, -0.1128, 0.8562], [-2.5085, -1.3854, -0.9137], [-5.0959, 1.4565, 1.0669], [-1.2802, -1.2446, 3.1315], [-2.7192, -1.6570, 2.8242], [1.6860, 2.4666, 2.0466], [3.5270, -4.0612, -0.0610], [-4.4738, 0.1053, 2.9239], [1.7309, 0.4374, -3.5409], [-3.4890, -0.5268, 2.1719], [3.0640, 0.0055, 3.2103], [1.3856, -0.9916, -3.9585], [2.5122, -1.9606, -3.5844], [-2.8165, -2.9582, 2.0340], [2.9993, 0.7086, -0.5453], [5.4395, -2.6295, 0.1347], [-4.0939, 0.8853, 0.2877], [1.2653, -1.0106, -5.4874], [4.6149, -1.4924, -0.0547], [1.4319, 4.1020, 0.2915], [4.9121, -3.8874, 0.1396], [1.0853, 2.8625, 0.8344], [-0.6204, 2.6475, -1.6680], [-3.9516, 1.3856, -1.1456], [-1.6270, -1.6992, -1.9741], [-5.2792, 1.0931, 2.3886], [5.1899, -0.2016, -0.1623], [0.0674, -1.4194, -3.3360], [2.9268, 4.5574, 2.1122], [3.2110, -1.6544, -0.1840], [2.7092, -2.9798, -0.2138], [-1.7067, 2.1806, 1.1281], [2.5947, 3.3279, 2.6631], [2.3430, 4.9435, 0.9170], [-2.0183, -2.2510, -3.1788], [4.4000, 0.8698, -0.4430], [-0.9399, -2.0736, -4.0463], [2.3733, -0.4993, -0.3664], [-3.9532, 2.9142, -1.2278], [0.4586, 0.9879, 4.4230], [3.0676, 3.0278, 3.5928], [-1.2278, 2.0039, -2.3047], [-4.6258, -0.2182, 3.9467], [-2.6731, 1.8421, 0.7622], [-0.5374, 1.3958, 4.2543], [5.5520, -4.7495, 0.2826], [-6.0388, 1.1948, -1.7028], [6.5059, -2.4748, 0.2545], [-3.8600, -3.1808, 1.8005], [1.1406, -2.0236, -5.8710], [-4.9207, 3.3282, -0.9408], [2.4311, 1.5935, -0.7706], [-2.2659, -2.9101, 1.0991], [-5.7305, 2.2192, 0.6358], [-1.1596, 3.5825, -1.5040], [2.6013, 5.8943, 0.4655], [-6.0433, 1.5670, 2.9903], [-1.2700, -0.3865, 3.8064], [-3.1928, 3.3482, -0.5811], [0.9858, 4.4238, -0.6410], [-2.9992, 1.0400, -1.5463], [3.6405, 5.2048, 2.6074], [-5.0983, -0.2654, -2.0001], [1.1056, 1.1493, -4.0826], [-2.4159, -3.7879, 2.6193], [2.9916, -1.0756, 3.0715], [0.4291, -0.4010, -5.8312], [2.6587, -2.0112, -2.5126], [0.2936, 2.8701, -2.2149], [-1.5411, 1.7015, 2.0921], [-2.9817, -2.6864, -3.3903], [4.8238, 1.8595, -0.5637], [3.8374, 0.3836, 2.5384], [6.2620, -0.0923, -0.0423], [2.2785, -2.9645, -3.9439], [2.7792, 0.6567, -3.7572], [2.1844, -0.6045, -5.9153], [-0.7446, -0.9660, 2.2219], [-0.9007, -2.3568, -5.0828], [-1.7455, 3.2613, 1.2848], [3.1001, -5.0555, -0.0733], [3.3704, 0.2022, 4.2392], [-0.7329, -2.0620, 3.6077], [-3.5302, -1.7564, -1.0371], [-3.2213, -1.8417, 3.7801], [0.3511, 0.0264, 4.9284], [0.9956, 1.6668, 5.0880], [1.5672, 0.5857, -2.4782], [1.6509, -3.1399, -0.3681], [3.4520, -1.6384, -4.0404], [-4.9186, 1.1267, -3.0713], [-3.7513, 3.2316, -2.2520]],
  "forces_ev_per_angstrom": [[0.108, 0.406, -0.146], [0.208, -0.780, -0.466], [0.057, 0.371, 0.169], [0.362, 0.128, -0.119], [1.452, 1.080, -0.931], [0.152, -0.139, -0.138], [0.132, 0.067, 0.056], [0.061, 0.034, 0.055], [0.296, -0.047, -0.341], [0.121, 0.344, 0.070], [0.018, 0.014, 0.048], [-0.526, -0.623, -0.089], [-0.181, -0.145, -0.320], [-0.030, -0.128, -0.049], [-1.182, -0.273, 0.385], [-0.007, -0.026, 0.348], [-0.003, 0.020, -0.067], [0.097, 0.014, 0.003], [-0.144, 0.001, 0.018], [-0.097, 0.056, 0.064], [0.127, -0.193, 0.065], [-0.002, -0.031, -0.076], [-0.035, 0.005, 0.026], [-0.062, -0.011, 0.050], [-0.284, -0.116, -0.064], [0.229, -0.050, 0.077], [0.013, 0.012, -0.007], [-0.887, -0.713, -0.245], [0.043, 0.022, 0.004], [0.092, 0.000, 0.009], [-0.010, -0.025, 0.070], [-0.061, 0.001, -0.006], [0.099, -0.145, -0.028], [0.031, -0.093, -0.058], [-0.025, -0.059, -0.001], [-0.187, 0.040, 0.146], [0.134, -0.046, -0.037], [-0.005, -0.040, 0.025], [-0.004, 0.082, 0.107], [0.003, 0.011, 0.015], [0.094, 0.036, -0.020], [-0.002, -0.099, -0.090], [0.345, 0.275, -0.084], [-0.035, -0.001, -0.016], [0.004, 0.014, -0.035], [0.099, -0.108, -0.214], [-0.076, 0.010, 0.006], [-0.146, -0.056, 0.092], [-0.243, -0.185, 0.052], [-0.029, 0.034, -0.043], [0.100, 0.060, 0.138], [0.041, -0.022, 0.036], [-0.027, -0.006, -0.050], [0.018, 0.001, 0.030], [1.098, 0.851, 0.425], [0.002, 0.115, 0.032], [0.013, -0.008, -0.003], [-0.003, -0.012, 0.002], [0.023, -0.006, 0.011], [-0.078, -0.036, 0.032], [-0.006, -0.029, -0.016], [-0.036, 0.005, -0.027], [-0.103, 0.166, 0.057], [-0.085, -0.101, 0.102], [-0.005, 0.020, -0.019], [0.029, 0.039, -0.040], [-0.011, 0.015, 0.002], [-0.034, 0.010, 0.009], [-0.260, -0.223, -0.276], [-0.082, 0.025, -0.053], [-0.009, 0.028, -0.060], [0.034, -0.059, 0.056], [0.012, 0.004, 0.009], [0.015, -0.063, 0.000], [-0.053, 0.050, -0.026], [-0.061, -0.010, -0.026], [-0.008, -0.008, 0.024], [-0.026, 0.022, -0.009], [0.022, -0.007, 0.028], [0.132, -0.009, -0.080], [-0.018, -0.029, 0.132], [-0.036, -0.023, -0.008], [0.024, 0.015, 0.002], [0.009, -0.031, -0.034], [0.014, -0.010, -0.018], [0.000, -0.033, 0.013], [0.002, 0.022, -0.011], [0.018, 0.000, -0.016], [-0.992, -0.490, 1.101], [0.014, -0.024, -0.045], [0.114, 0.097, 0.032], [-0.009, -0.015, -0.005], [0.036, 0.024, 0.051], [-0.265, 0.400, 0.308], [-0.010, 0.122, 0.089], [-0.093, 0.029, 0.007], [0.075, 0.073, 0.075], [0.089, 0.063, 0.005], [0.010, 0.016, -0.141], [0.230, 0.005, -0.043], [0.003, 0.011, -0.023], [0.002, 0.021, -0.021], [0.015, -0.004, -0.025]]
}

---

No. 2
{
  "formula": "C31H30N2O5",
  "method": "the ωB97M-V functional and the def2-TZVPD basis",
  "relative_energy_ev": 0.0000,
  "e_tot_ev": -45852.756,
  "homo_energy_ev": -8.302,
  "multiplicity": 1,
  "largest_force_ev_per_a": 1.015,
  "total_charge": 0,
  "elements": ["O", "O", "O", "O", "O", "N", "N", "C", "C", "C", "C", "C", "C", "C", "C", "C", "C", "C", "C", "C", "C", "C", "C", "C", "C", "C", "C", "C", "C", "C", "C", "C", "C", "C", "C", "C", "C", "C", "H", "H", "H", "H", "H", "H", "H", "H", "H", "H", "H", "H", "H", "H", "H", "H", "H", "H", "H", "H", "H", "H", "H", "H", "H", "H", "H", "H", "H", "H"],
  "coordinates": [[0.5465, 0.4312, 1.9725], [2.1888, 1.8350, -3.2899], [-6.4125, -1.6669, -0.8039], [1.9242, -0.0904, -1.2474], [-1.7756, 0.7027, 2.1108], [-4.3266, -1.8105, 0.0702], [2.4515, 1.3368, 0.4365], [0.4610, 3.2869, -1.1686], [-2.2784, -4.6251, -2.1411], [-0.8599, -2.0815, 1.4160], [-3.3271, -1.4604, 0.9702], [-3.5975, -4.3796, -2.5141], [-2.1909, -2.1539, 0.7244], [-5.9039, -0.2058, 1.0191], [-0.8626, -1.3868, 2.7853], [6.4468, -0.3077, 0.3505], [5.2363, 0.2062, -0.0764], [-1.0569, 2.2261, 0.3614], [-4.3786, -3.4569, -1.8431], [-3.7991, -2.7793, -0.7830], [6.9577, 1.7765, 1.4163], [-1.6582, 2.0678, 1.7356], [0.1256, -1.4120, 0.5034], [1.7610, 0.3257, -0.1094], [4.8754, 1.5105, 0.2413], [5.7428, 2.2891, 0.9936], [-0.8257, 1.4036, -1.8872], [3.5389, 2.0414, -0.2126], [-0.6351, 0.1236, 2.6719], [0.1316, 2.3713, -2.1600], [-1.6986, -3.9504, -1.0862], [7.3106, 0.4771, 1.0971], [0.7471, -0.2750, 0.8058], [-1.4215, 1.3384, -0.6429], [0.8899, 2.3555, -3.4623], [-0.1213, 3.2119, 0.0837], [-5.6028, -1.2858, 0.0076], [-2.4631, -3.0139, -0.3991], [-5.2086, 0.6235, 0.9103], [1.0233, 3.3708, -3.8487], [-1.0953, 0.6852, -2.6473], [-3.4971, -0.7234, 1.7261], [0.1613, 3.9158, 0.8545], [-0.4566, 0.5617, 3.6734], [-2.6856, 2.4494, 1.7449], [-4.0214, -4.9236, -3.3447], [3.4250, 1.9038, -1.2913], [-6.9168, 0.1488, 0.8481], [-1.0721, 2.6175, 2.4835], [1.1997, 4.0469, -1.3773], [-5.8305, -0.6003, 2.0304], [4.5617, -0.3989, -0.6635], [7.6286, 2.3928, 1.9970], [-0.6763, -4.1473, -0.8005], [0.3356, -1.8678, -0.4498], [-1.8022, -1.5607, 3.3066], [6.7204, -1.3213, 0.0972], [-5.3996, -3.2700, -2.1301], [-1.7020, -5.3561, -2.6888], [-0.5268, -3.1182, 1.5630], [5.4715, 3.3051, 1.2447], [-0.0462, -1.7867, 3.3892], [0.3378, 1.7651, -4.2086], [2.2572, 1.5569, 1.4014], [2.1174, 1.0024, -2.7868], [-2.1509, 0.5712, -0.4289], [3.4509, 3.1052, 0.0223], [8.2577, 0.0769, 1.4278]],
  "forces_ev_per_angstrom": [[0.189, -0.066, -0.318], [0.315, -0.255, 0.003], [0.027, -0.009, -0.005], [0.122, -0.296, -0.247], [0.058, -0.160, -0.157], [0.179, -0.310, -0.221], [0.033, 0.051, 0.306], [-0.093, 0.033, -0.098], [0.150, -0.108, -0.045], [-0.106, 0.139, 0.129], [0.452, -0.065, 0.283], [-0.041, 0.033, 0.016], [-0.210, 0.119, 0.216], [-0.191, -0.032, -0.124], [0.098, 0.309, -0.241], [-0.030, -0.071, -0.037], [0.030, 0.008, 0.000], [-0.025, -0.016, 0.047], [-0.213, -0.041, -0.160], [0.334, -0.295, -0.208], [0.123, -0.009, 0.071], [-0.084, 0.215, 0.006], [0.298, 0.241, 0.208], [0.019, 0.311, 0.223], [0.011, 0.129, 0.031], [-0.087, -0.009, -0.093], [-0.059, 0.171, -0.032], [0.098, -0.178, -0.198], [-0.112, -0.223, 0.983], [0.020, 0.028, -0.127], [-0.055, 0.037, 0.019], [0.098, 0.033, 0.065], [-0.294, -0.623, -0.017], [-0.102, 0.126, 0.047], [-0.192, 0.060, -0.127], [-0.173, 0.018, 0.002], [-0.350, 0.308, 0.166], [-0.477, 0.089, -0.127], [0.069, 0.069, 0.058], [-0.100, -0.102, 0.002], [0.002, -0.094, -0.107], [-0.070, 0.128, 0.080], [0.064, 0.064, 0.107], [-0.068, -0.102, -0.328], [0.153, 0.004, 0.069], [-0.048, -0.036, -0.066], [-0.033, 0.182, 0.171], [0.035, -0.044, -0.029], [-0.068, 0.012, -0.067], [0.117, 0.092, -0.026], [0.051, 0.020, 0.093], [-0.095, -0.089, -0.085], [0.054, 0.043, 0.047], [0.129, -0.027, 0.019], [0.118, 0.049, -0.165], [0.011, -0.023, 0.091], [0.021, -0.083, -0.027], [-0.022, -0.001, -0.008], [0.053, -0.056, -0.040], [-0.016, 0.105, 0.006], [-0.046, 0.106, 0.017], [-0.049, 0.026, 0.025], [-0.009, 0.155, 0.073], [-0.060, -0.043, -0.079], [0.018, 0.165, -0.012], [-0.040, -0.128, 0.011], [-0.005, -0.053, -0.097], [0.074, -0.030, 0.025]]
}

---

No. 3
{
  "formula": "C2HO4S",
  "method": "the ωB97M-V functional and the def2-TZVPD basis",
  "relative_energy_ev": 0.9267,
  "e_tot_ev": -21115.790,
  "homo_energy_ev": -5.087,
  "multiplicity": 1,
  "largest_force_ev_per_a": 4.078,
  "total_charge": -1,
  "elements": ["S", "O", "O", "O", "O", "C", "C", "H"],
  "coordinates": [[0.6525, -0.2819, 0.7877], [1.7844, 0.3030, 0.1575], [0.8545, -1.7351, 1.0254], [-1.0777, 1.9985, -1.2555], [0.0470, 0.4492, 1.8503], [-0.6556, -0.2887, -0.5137], [-0.7320, 0.8849, -1.0256], [-0.8733, -1.3299, -1.0261]],
  "forces_ev_per_angstrom": [[-0.485, -4.033, -0.366], [1.534, 1.334, -0.643], [-0.556, 1.514, 0.044], [1.285, -1.429, -0.187], [-0.415, 0.863, 1.264], [0.926, -3.645, -0.737], [-2.727, 2.710, -0.493], [0.437, 2.685, 1.117]]
}